{
  "formula": "C29H44GeOPRuSi3",
  "method": "ωB97M-V with the def2-TZVPD basis set",
  "species": ["Ru", "C", "C", "C", "C", "C", "C", "P", "C", "C", "C", "C", "C", "C", "C", "C", "C", "C", "C", "C", "H", "H", "H", "H", "H", "H", "H", "H", "H", "H", "H", "H", "H", "H", "C", "C", "O", "H", "H", "H", "C", "Si", "C", "C", "Ge", "Si", "C", "C", "C", "Si", "C", "C", "C", "H", "H", "H", "H", "H", "H", "H", "H", "H", "H", "H", "H", "H", "H", "H", "H", "H", "H", "H", "H", "H", "H", "H", "H", "H", "H", "H"],
  "positions_angstrom": [[0.2532, 0.0964, 1.2772], [-2.0706, 2.9129, -3.2281], [-1.2787, 3.6131, -2.3282], [-1.1715, 3.1794, -1.0148], [-1.8732, 2.0456, -0.6056], [-2.6634, 1.3362, -1.5137], [-2.7611, 1.7765, -2.8228], [-1.6784, 1.4026, 1.0551], [-3.2684, 0.8824, 1.6876], [-4.4067, 1.6471, 1.4257], [-5.6181, 1.2840, 1.9907], [-5.6980, 0.1636, 2.8082], [-4.5692, -0.6041, 3.0618], [-3.3547, -0.2441, 2.5013], [-0.7630, 2.5493, 2.0730], [-1.0168, 3.7971, 2.6243], [0.0554, 4.4653, 3.1928], [1.3354, 3.9030, 3.1763], [1.5710, 2.6483, 2.6420], [0.5021, 1.9278, 2.0910], [-2.1561, 3.2574, -4.2499], [-0.7530, 4.5034, -2.6457], [-0.5590, 3.7296, -0.3109], [-3.2088, 0.4554, -1.1961], [-3.3808, 1.2381, -3.5269], [-4.3495, 2.5159, 0.7813], [-6.5021, 1.8741, 1.7914], [-6.6473, -0.1160, 3.2446], [-4.6440, -1.4812, 3.6908], [-2.4667, -0.8426, 2.6791], [-2.0044, 4.2395, 2.5973], [-0.0898, 5.4436, 3.6313], [2.1618, 4.4656, 3.5914], [2.5810, 2.2613, 2.6459], [1.7483, 0.2021, -1.5821], [0.7828, -0.2516, -0.5593], [-0.1598, -0.9991, -0.6585], [1.2245, 0.2877, -2.5351], [2.5278, -0.5572, -1.6824], [2.2052, 1.1446, -1.2951], [-0.5784, -0.1364, 5.4666], [-0.1930, -1.8796, 4.9504], [1.1295, -2.7139, 5.9599], [-1.7209, -2.9453, 4.8601], [0.6447, -1.8361, 2.6420], [2.8875, -0.6832, 2.5732], [3.0976, 0.2193, 4.1945], [3.5212, -2.4464, 2.8252], [3.8218, 0.0698, 1.1463], [0.2586, -3.8461, 1.2649], [1.3166, -3.8745, -0.2658], [-1.5674, -3.8181, 0.9156], [0.7681, -5.1759, 2.4687], [-0.9997, -0.1649, 6.4757], [-1.3194, 0.3319, 4.8154], [0.3092, 0.4957, 5.4956], [0.7580, -2.8352, 6.9813], [2.0544, -2.1404, 6.0156], [1.3572, -3.7117, 5.5793], [-2.1649, -3.0017, 5.8580], [-1.4945, -3.9657, 4.5489], [-2.4808, -2.5468, 4.1874], [3.1864, -0.5111, 4.9998], [2.2942, 0.9071, 4.4437], [4.0315, 0.7875, 4.1736], [3.0117, -3.0078, 3.6143], [4.5645, -2.3542, 3.1458], [3.5049, -3.0379, 1.9102], [3.4417, 1.0437, 0.8402], [3.8297, -0.5969, 0.2829], [4.8612, 0.1957, 1.4623], [0.9283, -3.2240, -1.0466], [1.3120, -4.8952, -0.6588], [2.3567, -3.6155, -0.0646], [-1.8353, -2.9914, 0.2573], [-2.1566, -3.7420, 1.8314], [-1.8513, -4.7498, 0.4188], [1.8290, -5.1203, 2.7178], [0.5949, -6.1537, 2.0107], [0.1915, -5.1402, 3.3941]],
  "e_above_lowest_kj_mol": 0.0,
  "max_force_ev_per_a": 0.2,
  "energy_ha": -4587.817710,
  "total_charge": 2,
  "orbital_gap_ev": [6.648, 6.183],
  "s_squared": 0.77,
  "e_homo_ha": [-0.512, -0.518],
  "spin_multiplicity": 2
}

{
  "formula": "C4H10OS2",
  "method": "ωB97M-V with the def2-TZVPD basis set",
  "species": ["C", "C", "C", "C", "O", "S", "S", "H", "H", "H", "H", "H", "H", "H", "H", "H", "H"],
  "positions_angstrom": [[0.6292, -1.6510, -0.8984], [-1.2256, -0.0081, -1.0126], [1.3709, 4.1439, 2.1681], [-0.6920, -1.1839, -0.3662], [-0.0622, -1.9857, 2.2432], [-0.1434, 4.1071, 1.7937], [-0.5170, -0.6752, 1.4287], [0.6128, -2.2514, -1.8066], [1.2267, -0.6462, -1.1018], [1.1489, -2.1965, -0.0915], [-0.5107, 0.7475, -1.0313], [-2.1350, 0.3385, -0.4707], [-1.4660, -0.1593, -2.1620], [2.2590, 4.7481, 1.7896], [1.7397, 3.4450, 2.8028], [-1.4447, -1.9375, -0.3677], [-0.9188, -2.3992, 2.5116]],
  "smiles": "CC(C)SO.C=S",
  "e_above_lowest_kj_mol": 292.6,
  "max_force_ev_per_a": 4.0,
  "energy_ha": -1029.920307,
  "orbital_gap_ev": 8.473,
  "e_homo_ha": -0.317,
  "spin_multiplicity": 1
}

{
  "formula": "C5H8N2",
  "method": "ωB97M-V with the def2-TZVPD basis set",
  "species": ["C", "C", "C", "C", "N", "N", "C", "H", "H", "H", "H", "H", "H", "H", "H"],
  "positions_angstrom": [[1.2529, -1.4213, -1.1373], [0.3530, 1.4481, -0.0465], [-1.1145, 1.3316, 0.0385], [-1.8404, 0.4339, -0.8628], [-2.4298, -0.2818, -1.5546], [-0.1407, 0.7169, 0.9330], [-0.1436, -0.0570, 1.9723], [1.4828, -2.4497, -1.4251], [0.6701, -0.9375, -1.9249], [2.1806, -0.8633, -0.9819], [1.1019, 2.2222, -0.0599], [-1.7630, 2.0704, 0.5196], [0.6720, -1.4307, -0.2102], [-1.0762, -0.5155, 2.2708], [0.7948, -0.2664, 2.4690]],
  "e_above_lowest_kj_mol": 439.3,
  "max_force_ev_per_a": 1.1,
  "energy_ha": -304.668168,
  "orbital_gap_ev": 8.717,
  "e_homo_ha": -0.297,
  "spin_multiplicity": 1
}

{
  "formula": "C51H71N5O31S2",
  "method": "ωB97M-V with the def2-TZVPD basis set",
  "species": ["C", "O", "C", "O", "O", "C", "H", "H", "H", "H", "H", "H", "C", "O", "C", "O", "O", "C", "H", "H", "H", "H", "H", "H", "C", "O", "C", "O", "O", "C", "H", "H", "H", "H", "H", "H", "C", "O", "C", "O", "O", "C", "H", "H", "H", "H", "H", "H", "C", "O", "C", "O", "O", "C", "H", "H", "H", "H", "H", "H", "C", "C", "C", "C", "C", "C", "N", "O", "O", "H", "H", "H", "H", "H", "C", "C", "C", "C", "C", "C", "N", "O", "O", "H", "H", "H", "H", "H", "C", "C", "C", "C", "C", "C", "N", "O", "O", "H", "H", "H", "H", "H", "C", "C", "C", "C", "C", "C", "N", "O", "O", "H", "H", "H", "H", "H", "C", "C", "C", "C", "C", "C", "N", "O", "O", "H", "H", "H", "H", "H", "O", "S", "O", "O", "C", "C", "C", "H", "H", "H", "H", "H", "H", "H", "H", "O", "S", "O", "O", "C", "C", "C", "H", "H", "H", "H", "H", "H", "H", "H"],
  "positions_angstrom": [[2.8141, -5.1004, 4.5287], [2.8065, -3.7844, 3.9613], [1.7493, -3.3672, 3.3016], [0.7083, -4.0606, 3.1385], [1.9694, -2.1505, 2.9885], [0.9357, -1.2184, 2.6441], [1.8773, -5.0867, 5.0858], [3.5470, -5.2777, 5.3159], [2.9603, -5.8847, 3.7860], [1.3716, -0.3331, 2.1811], [0.5815, -0.7591, 3.5670], [0.1402, -1.6532, 2.0391], [3.3090, 1.0870, 1.7506], [3.3411, 2.2538, 2.4962], [2.2489, 3.0484, 2.6470], [1.2828, 3.1048, 1.8864], [2.5695, 3.9697, 3.6237], [1.4968, 4.8759, 3.9733], [2.3221, 0.6247, 1.7319], [4.0240, 0.3318, 2.0770], [3.3800, 1.4015, 0.7094], [1.8301, 5.8642, 3.6566], [1.4208, 4.9581, 5.0575], [0.5126, 4.5918, 3.6008], [-0.4155, 4.5349, 1.0643], [-1.1360, 4.3131, 2.3143], [-1.0339, 5.1277, 3.3902], [-0.3015, 6.1249, 3.4979], [-1.6948, 4.6228, 4.2931], [-1.8740, 5.3144, 5.5492], [0.5976, 4.8420, 1.3240], [-1.0260, 5.3552, 0.6868], [-0.3434, 3.5954, 0.5164], [-2.9399, 5.2157, 5.7544], [-1.6779, 6.3654, 5.7615], [-1.4027, 4.8489, 6.4148], [1.1403, -7.5043, -0.6665], [1.9846, -6.4980, -1.1752], [1.7828, -5.1639, -0.8062], [2.6059, -4.2818, -1.0060], [0.5347, -4.9250, -0.3555], [0.1678, -3.7628, 0.3172], [0.9607, -8.3757, -1.2962], [0.1174, -7.2251, -0.4141], [1.3662, -7.8714, 0.3347], [0.1869, -3.9179, 1.3959], [-0.8177, -3.4512, -0.0290], [0.8207, -2.9222, 0.0820], [4.0009, 0.9389, -3.3308], [3.4475, 1.7973, -2.3664], [2.5985, 1.4614, -1.4882], [2.0536, 0.4101, -1.3189], [2.3971, 2.6343, -0.8063], [1.1656, 2.8493, -0.1021], [3.2407, 0.7098, -4.0775], [4.2304, 0.0123, -2.8047], [4.9405, 1.3946, -3.6432], [1.1570, 3.8726, 0.2732], [0.9364, 2.0836, 0.6391], [0.3004, 2.7821, -0.7617], [-1.4295, 2.0359, 1.1486], [-2.0217, 1.2939, 0.1133], [-1.3441, 0.2387, -0.4955], [-0.1093, -0.2157, -0.0360], [0.4495, 0.4320, 1.0905], [-0.2720, 1.4626, 1.7469], [0.5373, -1.3299, -0.7341], [0.0312, -1.6950, -1.8216], [1.4973, -1.8177, -0.1720], [-1.9374, 2.8419, 1.6573], [-2.9531, 1.6109, -0.3322], [-1.8768, -0.2134, -1.3190], [1.3192, 0.0571, 1.6098], [0.0873, 1.9402, 2.6465], [-0.9498, -3.1333, -2.5053], [-1.8679, -2.9324, -3.5054], [-1.5749, -3.3079, -4.8366], [-0.3213, -3.7348, -5.1705], [0.5839, -4.0348, -4.1244], [0.2781, -3.6768, -2.8398], [0.1062, -4.0012, -6.5969], [-0.7437, -3.7939, -7.4840], [1.2332, -4.3839, -6.8727], [-1.1431, -2.7249, -1.5244], [-2.8376, -2.5226, -3.2642], [-2.2603, -3.1689, -5.6596], [1.5538, -4.4568, -4.3427], [0.9990, -3.9327, -2.0773], [-3.4794, 1.2966, 6.3504], [-3.3364, 0.1273, 5.6779], [-2.2171, -0.0906, 4.8744], [-1.2422, 0.8838, 4.7669], [-1.4341, 2.1292, 5.4288], [-2.4709, 2.2759, 6.3168], [-0.1123, 0.8074, 3.8349], [0.0057, -0.1920, 3.1358], [0.7448, 1.7019, 3.7155], [-4.3461, 1.5179, 6.9557], [-4.1451, -0.5873, 5.7195], [-2.0133, -1.0326, 4.3871], [-0.5875, 2.7912, 5.3220], [-2.6156, 3.1289, 6.9632], [-7.4971, 3.1815, 0.0850], [-6.8479, 4.3943, 0.2306], [-5.5045, 4.3658, 0.2666], [-4.7591, 3.1855, 0.6369], [-5.5068, 2.0098, 0.6987], [-6.8424, 2.0554, 0.4392], [-3.3124, 3.1881, 0.8937], [-2.7066, 4.2136, 0.6802], [-2.8099, 2.2580, 1.5119], [-8.5635, 3.1637, -0.0852], [-7.2942, 5.3774, 0.2024], [-5.0989, 5.3544, 0.1095], [-5.0525, 1.0774, 0.9997], [-7.4706, 1.1769, 0.4273], [4.2002, -2.3526, 1.6193], [3.5094, -1.8278, 0.5583], [4.1403, -0.9502, -0.2654], [5.5324, -0.6824, -0.1171], [6.2541, -1.2203, 1.0085], [5.5390, -2.0709, 1.8581], [6.0304, 0.2858, -1.0358], [5.2940, 0.5720, -1.9311], [6.9862, 0.8916, -0.6868], [3.6457, -2.7081, 2.4752], [2.4590, -2.0778, 0.5312], [3.5012, -0.6131, -1.0682], [7.3206, -1.0784, 1.1031], [5.8552, -2.4744, 2.8087], [-4.4764, -0.2427, -3.2466], [-3.0709, -0.1870, -3.5025], [-2.1620, -1.2362, -3.0610], [-2.7613, -0.0076, -5.2031], [-3.5241, 0.9590, -5.8878], [-4.7080, 0.2266, -6.4845], [-2.5206, 1.4719, -2.8813], [-2.9021, 1.2604, -6.7306], [-3.8324, 1.8042, -5.2724], [-4.1884, -0.4391, -7.1736], [-5.5425, 0.7300, -6.9727], [-5.1599, -0.3937, -5.7106], [-2.4027, 1.2064, -1.8307], [-3.3569, 2.1706, -2.9064], [-1.5647, 1.8327, -3.2608], [3.3056, -4.0003, -3.6444], [3.0596, -2.5874, -3.5711], [4.0772, -1.5602, -3.8594], [1.7513, -2.2417, -4.5018], [1.4698, -0.8640, -4.8377], [0.1757, -0.4502, -4.3142], [2.3391, -2.2018, -1.8789], [1.5820, -0.7674, -5.9176], [2.2710, -0.1658, -4.5957], [0.2296, -0.2189, -3.2504], [-0.4568, -1.2560, -4.6866], [-0.2996, 0.4816, -4.6206], [1.7144, -1.3086, -1.8865], [3.2250, -2.0143, -1.2722], [1.6739, -3.0339, -1.6482]],
  "max_force_ev_per_a": 16.3,
  "energy_ha": -5385.726754,
  "orbital_gap_ev": 4.684,
  "e_homo_ha": -0.249,
  "spin_multiplicity": 1
}

{
  "formula": "C11H6CuF18NO4P",
  "method": "ωB97M-V with the def2-TZVPD basis set",
  "species": ["O", "C", "O", "C", "C", "C", "F", "F", "C", "F", "F", "C", "F", "F", "C", "F", "F", "C", "F", "F", "C", "F", "F", "C", "F", "F", "C", "F", "F", "F", "N", "F", "P", "O", "O", "H", "H", "H", "H", "H", "H", "Cu"],
  "positions_angstrom": [[1.5019, 3.4742, 2.4788], [0.1777, 3.7813, 2.5068], [-0.8125, 3.0310, 3.3385], [-1.6988, 2.3934, 2.3155], [-2.2686, 0.9092, 2.8122], [-1.2750, -0.3374, 2.3381], [0.1193, 0.2395, 2.3960], [-1.3558, -1.3577, 3.4038], [-1.6368, -0.9040, 0.8194], [-3.1342, -1.0308, 0.6619], [-1.1724, 0.1974, -0.1054], [-0.9902, -2.3684, 0.4769], [0.3858, -2.3781, 1.0262], [-1.7628, -3.3663, 1.3096], [-1.1368, -2.8691, -1.0709], [-1.9348, -4.1537, -1.0704], [-1.9361, -1.9446, -1.9492], [0.2810, -3.2571, -1.8203], [-0.1340, -3.9568, -3.0951], [1.0730, -4.3065, -1.0747], [1.1818, -1.9760, -2.2973], [1.2788, -0.8658, -1.3257], [0.4924, -1.4024, -3.5134], [2.7061, -2.3669, -2.8136], [3.0780, -1.2824, -3.7975], [2.7397, -3.6370, -3.6241], [3.8481, -2.3248, -1.6390], [4.8434, -3.4058, -1.9910], [3.3663, -2.6500, -0.2775], [4.5453, -0.9898, -1.5227], [-0.2178, 4.9578, 1.5922], [0.4830, 6.0606, 2.0391], [0.3678, 4.7107, -0.0764], [-0.8471, 5.2406, -1.2073], [0.7188, 3.0409, -0.4294], [-2.6126, 3.1215, 2.0751], [-1.0489, 2.3052, 1.3448], [-2.2332, 0.9329, 4.0052], [-3.4004, 0.7372, 2.4939], [-0.7998, 4.7446, -2.0809], [1.5511, 2.9714, -1.0107], [-2.3309, 0.2820, -1.6417]],
  "max_force_ev_per_a": 9.4,
  "energy_ha": -4557.062292,
  "total_charge": 1,
  "orbital_gap_ev": 5.605,
  "e_homo_ha": -0.430,
  "spin_multiplicity": 1
}

{
  "formula": "C37H48FIN2O5Sr",
  "method": "ωB97M-V with the def2-TZVPD basis set",
  "species": ["Sr", "O", "C", "O", "C", "O", "C", "C", "O", "O", "H", "H", "H", "H", "H", "C", "C", "C", "C", "C", "C", "C", "C", "C", "C", "C", "C", "C", "C", "C", "C", "C", "H", "H", "H", "H", "H", "H", "H", "H", "H", "H", "H", "H", "H", "H", "H", "H", "H", "H", "H", "H", "H", "H", "H", "H", "H", "H", "H", "H", "H", "I", "C", "C", "N", "N", "C", "H", "H", "H", "C", "C", "C", "C", "C", "C", "H", "H", "H", "H", "H", "F", "C", "C", "C", "C", "C", "C", "C", "H", "H", "H", "H", "H", "H"],
  "positions_angstrom": [[0.2403, 1.4016, -1.0727], [-1.6462, 3.3482, 2.0491], [-0.7509, 2.6313, 1.1751], [-1.4200, 2.0797, 0.1337], [0.2360, 3.7451, 0.7266], [1.3405, 3.2014, -0.0522], [1.7565, 4.0954, -1.1234], [0.6287, 4.3368, -2.1515], [0.4096, 5.4923, -2.5062], [0.0355, 3.2539, -2.5407], [-2.4739, 3.2273, 1.5668], [-0.3503, 4.4346, 0.1201], [0.6063, 4.2827, 1.6014], [2.0776, 5.0499, -0.7194], [2.5849, 3.6081, -1.6345], [0.9030, -2.7054, 0.8136], [-0.3554, -2.3589, 1.3834], [-1.1916, -1.9148, 0.2895], [-0.3771, -1.9732, -0.8927], [0.8927, -2.4983, -0.5767], [2.0060, -2.9173, -1.5283], [1.6357, -2.6052, -2.9782], [3.3277, -2.2115, -1.1820], [2.2307, -4.4342, -1.4056], [-2.7221, -1.7148, 0.1508], [-3.1048, -1.6682, -1.3377], [-3.2821, -0.3929, 0.7248], [-3.4787, -2.9279, 0.7218], [-0.4920, -2.5149, 2.9198], [-0.6823, -3.9973, 3.2841], [-1.5924, -1.7106, 3.6146], [0.8151, -2.0488, 3.5965], [1.7531, -3.0921, 1.3714], [-0.7408, -1.8313, -1.9052], [1.4072, -1.5471, -3.1028], [0.7615, -3.1935, -3.2892], [2.4721, -2.8461, -3.6479], [3.2154, -1.1327, -1.2807], [4.1366, -2.5300, -1.8561], [3.6226, -2.4382, -0.1502], [1.3033, -4.9743, -1.6344], [2.5289, -4.7017, -0.3851], [3.0169, -4.7710, -2.1000], [-2.6821, -0.7906, -1.8322], [-4.1979, -1.6129, -1.4230], [-2.7607, -2.5625, -1.8640], [-2.7473, 0.4665, 0.3106], [-3.2099, -0.3338, 1.8060], [-4.3458, -0.2882, 0.4598], [-3.1441, -3.8404, 0.2122], [-4.5619, -2.8146, 0.5585], [-3.3135, -3.0764, 1.7870], [-1.6358, -4.3741, 2.8983], [-0.6656, -4.1460, 4.3756], [0.1161, -4.5948, 2.8334], [-2.5930, -1.9510, 3.2703], [-1.4292, -0.6373, 3.4760], [-1.5569, -1.9159, 4.6934], [1.6603, -2.6995, 3.3470], [0.6973, -2.0479, 4.6905], [1.0671, -1.0327, 3.2746], [-5.6010, 1.7603, -6.0828], [-4.0646, 1.8805, -4.7158], [-3.0865, 2.8471, -4.6623], [-2.2945, 2.5138, -3.6320], [-2.6858, 1.3864, -3.0070], [-3.7698, 0.9861, -3.6665], [-2.9160, 3.7283, -5.2630], [-1.4356, 2.9859, -3.2859], [-4.2997, 0.0908, -3.3626], [4.4724, 1.3194, -4.5350], [3.1974, 1.0888, -5.0553], [2.1128, 0.9190, -4.1951], [2.1923, 0.9512, -2.7817], [3.5105, 1.1941, -2.3240], [4.6263, 1.3748, -3.1527], [5.3262, 1.4492, -5.1940], [3.0557, 1.0474, -6.1360], [1.1396, 0.7484, -4.6666], [3.7041, 1.2410, -1.2406], [5.6115, 1.5532, -2.7235], [0.7614, 2.5310, 7.5198], [0.5821, 2.2982, 6.1946], [1.6564, 2.4122, 5.3465], [1.4534, 2.1603, 3.9879], [0.2082, 1.8071, 3.4872], [0.0153, 1.5316, 2.0142], [-0.8517, 1.7098, 4.3887], [-0.6747, 1.9509, 5.7456], [2.6289, 2.6872, 5.7392], [2.2934, 2.2374, 3.3023], [-0.5404, 0.5993, 1.8533], [1.0187, 1.4062, 1.5764], [-1.8321, 1.4441, 4.0143], [-1.4952, 1.8747, 6.4485]],
  "max_force_ev_per_a": 4.2,
  "energy_ha": -2352.742071,
  "total_charge": -2,
  "orbital_gap_ev": 4.610,
  "e_homo_ha": -0.046,
  "spin_multiplicity": 1
}